# 1
Computed, not measured: a cluster of 4 separate species, C35H61BClF9N3O8S in total at a distorted geometry, with the ωB97M-V functional and the def2-TZVPD basis.

## Properties
2S+1 = 4
Orbital gap (spin up / spin down) = 8.7 / 9.6 eV

Last column: Mulliken spin population.
Positions of all 119 atoms, in Å:
C: 1.069 -0.187 -1.555  0.0046
C: 0.946 1.131 -2.344  0.0002
B: -0.077 2.015 -1.584  0.0306
O: 0.078 2.280 -0.259  -0.0232
C: -1.401 2.671 -2.305  0.0014
O: -2.153 3.426 -1.366  0.0027
C: -2.863 4.486 -1.823  0.0008
O: -4.012 4.743 -1.460  0.0000
Cl: -2.011 5.555 -2.907  0.0000
S: -2.290 1.249 -2.940  -0.0002
O: -2.263 0.210 -1.952  -0.0004
O: -1.717 0.941 -4.211  0.0000
C: -4.051 1.724 -3.318  0.0000
F: -3.988 2.954 -3.831  0.0000
F: -4.467 0.894 -4.262  0.0000
C: -5.029 1.721 -2.104  0.0000
F: -5.853 2.758 -2.259  0.0000
F: -4.359 1.885 -0.967  0.0000
C: -5.952 0.484 -1.979  0.0000
F: -6.694 0.712 -0.882  0.0000
F: -6.772 0.407 -3.024  0.0000
C: -5.283 -0.884 -1.744  -0.0001
F: -6.271 -1.735 -1.501  0.0001
F: -4.617 -1.314 -2.807  0.0000
F: -4.501 -0.855 -0.676  0.0000
H: 1.758 -0.092 -0.739  -0.0063
H: 1.356 -1.013 -2.179  0.0006
H: 0.117 -0.437 -1.117  -0.0008
H: 0.656 0.878 -3.347  0.0000
H: 1.909 1.615 -2.316  -0.0003
H: -0.685 1.936 0.210  0.0023
H: -1.054 3.257 -3.139  0.0000
C: -6.731 -8.683 -0.119  0.0159
C: -5.270 -8.225 0.059  0.0177
C: -5.073 -7.655 1.461  0.0285
C: -5.764 -6.306 1.657  -0.0195
C: -5.322 -5.309 0.585  0.0259
C: -5.446 -5.838 -0.844  0.0127
N: -4.891 -7.217 -0.973  0.3652
O: -3.613 -7.176 -1.109  0.5583
C: -6.920 -5.805 -1.291  0.0299
C: -4.711 -4.900 -1.788  -0.0164
C: -4.420 -9.474 -0.119  -0.0049
H: -6.894 -9.605 0.436  0.0011
H: -7.464 -7.974 0.256  0.0008
H: -6.950 -8.884 -1.168  -0.0102
H: -4.003 -7.536 1.656  0.0045
H: -5.443 -8.376 2.192  0.0004
H: -6.851 -6.424 1.645  -0.0002
H: -5.514 -5.910 2.642  0.0016
H: -5.904 -4.389 0.670  0.0018
H: -4.280 -5.035 0.774  0.0029
H: -7.042 -6.313 -2.249  -0.0161
H: -7.243 -4.773 -1.420  0.0003
H: -7.608 -6.252 -0.576  0.0016
H: -3.675 -4.746 -1.493  0.0025
H: -5.199 -3.930 -1.782  0.0017
H: -4.719 -5.275 -2.812  -0.0055
H: -4.536 -9.886 -1.122  -0.0020
H: -4.741 -10.228 0.598  0.0003
H: -3.364 -9.283 0.053  0.0011
C: 0.886 7.556 1.871  0.0089
C: 0.776 6.247 1.065  0.0260
C: 0.254 5.128 1.961  0.0234
C: 1.281 4.671 2.996  -0.0204
C: 2.594 4.279 2.316  0.0290
C: 3.143 5.345 1.366  0.0189
N: 2.084 5.873 0.463  0.3923
O: 1.909 5.082 -0.537  0.5160
C: 3.792 6.489 2.168  0.0201
C: 4.256 4.741 0.530  -0.0176
C: -0.215 6.521 -0.047  -0.0105
H: -0.110 7.961 2.046  0.0009
H: 1.335 7.432 2.853  0.0007
H: 1.457 8.305 1.321  -0.0089
H: -0.026 4.272 1.341  0.0022
H: -0.658 5.466 2.458  0.0029
H: 1.453 5.451 3.742  0.0000
H: 0.888 3.812 3.542  0.0010
H: 3.351 4.059 3.071  0.0020
H: 2.433 3.351 1.758  0.0009
H: 4.053 7.319 1.510  -0.0129
H: 4.709 6.137 2.637  0.0007
H: 3.168 6.872 2.972  0.0021
H: 3.933 3.843 0.008  0.0053
H: 5.078 4.467 1.185  -0.0004
H: 4.628 5.453 -0.208  0.0005
H: 0.149 7.301 -0.717  0.0011
H: -1.163 6.852 0.374  -0.0007
H: -0.414 5.630 -0.634  0.0050
C: 7.329 -0.451 -0.943  0.0121
C: 6.226 0.335 -0.208  0.0211
C: 6.863 1.436 0.633  0.0286
C: 7.618 0.898 1.846  -0.0211
C: 6.716 0.003 2.693  0.0199
C: 6.007 -1.096 1.902  0.0220
N: 5.395 -0.564 0.647  0.3717
O: 4.274 -0.009 0.921  0.5564
C: 6.987 -2.240 1.581  0.0139
C: 4.921 -1.712 2.773  -0.0015
C: 5.367 0.942 -1.311  -0.0254
H: 7.723 0.151 -1.760  0.0005
H: 8.183 -0.702 -0.318  0.0009
H: 6.932 -1.372 -1.370  -0.0082
H: 6.086 2.122 0.976  -0.0009
H: 7.536 2.020 0.003  0.0023
H: 8.513 0.352 1.533  -0.0008
H: 7.972 1.733 2.454  0.0011
H: 7.297 -0.460 3.493  0.0006
H: 5.963 0.631 3.181  0.0060
H: 6.531 -2.955 0.896  -0.0110
H: 7.242 -2.774 2.495  0.0010
H: 7.929 -1.906 1.152  0.0012
H: 4.231 -0.965 3.158  0.0002
H: 5.386 -2.203 3.626  0.0006
H: 4.347 -2.456 2.220  0.0005
H: 4.902 0.173 -1.930  0.0014
H: 5.988 1.561 -1.956  -0.0004
H: 4.579 1.584 -0.923  0.0071



# 2
Computed, not measured: a structure of composition C35H63FIN7S2Si2W at a distorted geometry, with the ωB97M-V functional and the def2-TZVPD basis.

## Properties
2S+1 = 3
Orbital gap (spin up / spin down) = 6.3 / 6.4 eV
Total charge = +2

Last column: Mulliken spin population.
Positions of all 112 atoms, in Å:
W: -1.104 -0.092 0.282  1.1590
C: -4.551 -1.343 0.939  0.0162
Si: -4.340 -0.446 -0.721  -0.0047
C: -5.431 1.071 -0.697  0.0071
C: -4.883 -1.622 -2.081  -0.0003
N: -2.565 -0.070 -1.045  0.1224
C: -2.165 -0.375 -2.383  0.0661
C: -2.865 0.028 -3.530  -0.0157
C: -2.412 -0.425 -4.743  -0.0005
C: -1.297 -1.255 -4.858  0.0031
C: -0.557 -1.622 -3.740  0.0018
C: -1.061 -1.153 -2.550  -0.0411
F: -0.396 -1.474 -1.326  -0.0021
H: -5.579 -1.753 1.012  -0.0004
H: -4.389 -0.729 1.834  0.0006
H: -3.859 -2.195 1.008  -0.0038
H: -5.246 1.811 0.069  -0.0009
H: -6.430 0.681 -0.471  0.0006
H: -5.483 1.541 -1.687  0.0009
H: -5.851 -2.015 -1.767  0.0001
H: -4.230 -2.500 -2.202  0.0004
H: -5.047 -1.141 -3.027  -0.0002
H: -3.743 0.655 -3.491  -0.0011
H: -2.967 -0.171 -5.669  0.0001
H: -0.982 -1.557 -5.854  0.0001
H: 0.354 -2.205 -3.808  0.0006
I: 1.274 -4.458 4.094  0.0004
C: 0.131 -3.495 2.655  -0.0012
C: -0.852 -4.082 1.886  0.0232
N: -1.306 -3.126 1.045  0.0112
N: -0.688 -1.965 1.214  0.1459
C: 0.213 -2.176 2.167  0.0167
H: -1.319 -5.037 1.843  0.0002
H: -1.997 -3.219 0.318  0.0006
H: 0.817 -1.357 2.477  0.0080
C: 2.514 -0.873 -0.803  0.0153
C: 2.427 0.610 -1.302  -0.0468
C: 3.817 1.252 -1.135  -0.0034
C: 2.130 0.638 -2.812  -0.0058
Si: 1.094 1.555 -0.238  0.4021
C: 1.787 1.949 1.584  -0.0720
C: 2.661 0.790 2.018  0.0049
C: 2.705 3.209 1.622  -0.0013
C: 0.658 2.070 2.598  0.0688
C: 0.487 3.197 -1.185  -0.0404
C: -0.475 2.905 -2.371  -0.0012
C: 1.677 3.990 -1.773  -0.0021
C: -0.240 4.116 -0.201  -0.0020
H: 3.341 -1.397 -1.328  0.0005
H: 1.618 -1.445 -0.966  -0.0091
H: 2.742 -0.905 0.283  0.0002
H: 4.558 0.769 -1.814  0.0000
H: 4.185 1.163 -0.134  0.0005
H: 3.839 2.278 -1.437  0.0003
H: 2.802 -0.073 -3.336  -0.0003
H: 2.333 1.608 -3.238  0.0003
H: 1.146 0.333 -3.133  0.0038
H: 3.583 0.620 1.464  0.0004
H: 2.090 -0.143 1.963  -0.0031
H: 2.923 0.920 3.077  -0.0007
H: 3.363 3.241 0.770  0.0003
H: 3.381 3.188 2.490  -0.0007
H: 2.129 4.112 1.692  -0.0003
H: 0.101 1.138 2.729  -0.0283
H: -0.047 2.836 2.303  0.0017
H: 1.081 2.280 3.600  0.0048
H: 0.037 2.285 -3.097  -0.0003
H: -0.732 3.895 -2.783  0.0003
H: -1.380 2.454 -1.985  0.0066
H: 2.143 3.467 -2.630  -0.0003
H: 2.463 4.204 -1.018  0.0004
H: 1.326 4.943 -2.187  -0.0003
H: -1.109 3.658 0.234  -0.0026
H: -0.561 4.999 -0.719  0.0018
H: 0.424 4.480 0.573  -0.0013
C: -3.177 4.235 2.288  0.0050
N: -2.698 3.272 3.279  0.0094
C: -2.161 3.920 4.468  -0.0006
C: -2.585 1.969 3.046  0.0369
S: -2.535 1.481 1.340  0.1051
N: -2.660 1.100 4.059  0.0003
C: -2.125 -0.246 4.039  0.0118
C: -3.272 1.458 5.325  0.0017
H: -3.676 5.051 2.832  0.0004
H: -3.892 3.851 1.573  0.0016
H: -2.331 4.710 1.721  -0.0028
H: -1.559 4.755 4.110  -0.0002
H: -1.491 3.259 5.012  0.0000
H: -2.920 4.319 5.098  0.0004
H: -1.848 -0.585 3.054  0.0210
H: -2.903 -0.928 4.426  0.0002
H: -1.238 -0.263 4.685  0.0035
H: -3.820 2.384 5.274  0.0002
H: -2.511 1.547 6.107  0.0000
H: -4.011 0.683 5.588  -0.0001
C: 5.879 -5.338 0.068  -0.0002
C: 4.853 -4.997 -0.952  0.0005
C: 5.145 -4.715 -2.254  -0.0007
C: 4.082 -4.306 -3.072  0.0007
N: 2.838 -4.209 -2.682  0.0001
C: 2.518 -4.488 -1.400  0.0006
S: 0.963 -4.391 -0.750  0.0009
N: 3.537 -4.920 -0.575  0.0003
C: 4.323 -3.933 -4.514  -0.0001
H: 6.908 -5.298 -0.308  0.0000
H: 5.721 -6.354 0.452  0.0000
H: 5.790 -4.695 0.949  0.0000
H: 6.146 -4.799 -2.632  -0.0001
H: 3.203 -5.107 0.370  -0.0001
H: 5.244 -4.420 -4.850  0.0000
H: 4.549 -2.856 -4.569  0.0000
H: 3.497 -4.186 -5.166  0.0000



How do the records compare in DFT total energy? In the order shown, they have -106621.5257; -97804.4118 eV.